Density functional theory data (wB97M-V/def2-TZVPD) for 2 unconnected molecules or ions with the total composition C2H9N2O2 at a distorted geometry.

Its charge is +1. Its frontier orbital gap is 11.575 eV. As for the energy above the lowest of the compared OMol25 structures with the same formula, charge and spin: 43.28 kcal/mol. As for the total energy: -9288.094 eV. For the HOMO energy, the calculation gives -14.78 eV.

The geometry in XYZ format:
```
15
Properties=species:S:1:pos:R:3:lowdin_charge:R:1
C -1.598 -1.089 -0.743 -0.19
C 1.838 1.150 0.697 -0.39
N 1.628 2.113 -0.182 0.15
N -1.269 -0.720 0.718 0.21
O -0.478 -1.570 -1.378 0.00
O 1.112 0.209 0.783 0.00
H -1.812 -0.208 -1.364 0.14
H -2.376 -1.932 -0.793 0.16
H 2.796 1.232 1.202 0.15
H 0.910 2.048 -0.922 0.14
H 2.530 2.711 -0.241 0.17
H -1.180 -1.519 1.254 0.12
H -1.956 0.006 1.044 0.20
H 0.142 -2.080 -0.914 0.08
H -0.288 -0.352 0.839 0.06
```

Density functional theory data (wB97M-V/def2-TZVPD) for 2 unconnected molecules or ions with the total composition C2H9N2O2 at a distorted geometry.

Its charge is +2. The spin multiplicity is 2. Its frontier orbital gap (spin up / spin down) is 10.719 / 5.242 eV. As for the energy above the lowest of the compared OMol25 structures with the same formula, charge and spin: 30.57 kcal/mol. As for the total energy: -9274.008 eV. For the HOMO energy (spin up / spin down), the calculation gives -19.78 / -19.74 eV.

The geometry in XYZ format:
```
15
Properties=species:S:1:pos:R:3:lowdin_charge:R:1
N -0.260 2.029 -1.036 0.19
C -0.620 0.822 -0.210 0.03
C 0.913 0.588 0.359 -0.28
N 1.212 -0.645 0.876 0.47
O 1.703 1.523 0.244 0.24
H 0.473 2.558 -0.535 0.15
H -1.074 2.600 -1.394 0.22
H 0.238 1.694 -1.944 0.24
H -1.266 0.728 0.656 0.16
H -0.871 -0.068 -0.787 0.14
H 0.482 -1.352 0.972 0.12
H 2.170 -1.046 0.984 0.22
H -0.447 -3.640 0.582 0.08
H -1.791 -3.026 0.647 0.08
O -0.861 -2.765 0.584 -0.05
```

Density functional theory data (wB97M-V/def2-TZVPD) for a single C2H9N2OP molecule at a distorted geometry.

Its charge is 0. Its frontier orbital gap is 10.125 eV. As for the energy above the lowest of the compared OMol25 structures with the same formula, charge and spin: 36.24 kcal/mol. As for the total energy: -16535.781 eV. For the HOMO energy, the calculation gives -9.21 eV. As for the structure (SMILES): CN[PH](=O)NC.

The geometry in XYZ format:
```
15
Properties=species:S:1:pos:R:3:lowdin_charge:R:1
C -1.892 0.418 -0.476 -0.23
C 1.906 0.380 -0.791 -0.14
N -1.552 0.098 0.893 -0.21
N 1.323 0.246 0.554 -0.25
O 0.205 -2.106 0.018 -0.36
P 0.206 -0.919 0.859 0.63
H -2.500 1.289 -0.609 0.05
H -0.866 0.790 -0.895 0.07
H -2.300 -0.338 -1.055 0.04
H 2.904 0.916 -0.633 0.09
H 2.033 -0.822 -1.059 0.13
H 1.165 0.865 -1.485 0.06
H -2.056 -0.682 1.358 0.04
H 1.223 1.023 1.097 0.04
H 0.202 -1.157 2.224 0.02
```

Density functional theory data (wB97M-V/def2-TZVPD) for 2 unconnected molecules or ions with the total composition C2H9N2OP at a distorted geometry.

Its charge is 0. Its frontier orbital gap (spin up / spin down) is 8.076 / 7.869 eV. As for the energy above the lowest of the compared OMol25 structures with the same formula, charge and spin: 95.53 kcal/mol. As for the total energy: -16533.210 eV. For the HOMO energy (spin up / spin down), the calculation gives -7.45 / -8.08 eV.

The geometry in XYZ format:
```
15
Properties=species:S:1:pos:R:3:lowdin_charge:R:1
C 1.126 -0.091 1.646 -0.19
C 1.082 0.318 -1.433 -0.19
N -3.018 -0.406 -0.147 -0.14
N -2.374 0.751 -0.033 -0.11
O -0.061 -1.766 0.079 -0.41
P 0.155 -0.340 0.084 0.68
H 1.600 0.855 1.579 0.02
H 0.192 -0.080 2.188 0.02
H 1.736 -0.968 1.796 0.04
H 1.611 -0.482 -1.857 0.02
H 0.437 0.754 -2.098 -0.01
H 1.715 1.094 -1.016 0.03
H -2.520 -1.064 0.470 0.06
H -3.141 -0.931 -1.053 0.11
H -2.495 1.318 -0.970 0.08
```

Density functional theory data (wB97M-V/def2-TZVPD) for 2 unconnected molecules or ions with the total composition C2H9N2OP at a distorted geometry.

Its charge is 0. Its frontier orbital gap (spin up / spin down) is 6.867 / 6.862 eV. As for the energy above the lowest of the compared OMol25 structures with the same formula, charge and spin: 88.21 kcal/mol. As for the total energy: -16533.527 eV. For the HOMO energy (spin up / spin down), the calculation gives -7.21 / -7.21 eV.

The geometry in XYZ format:
```
15
Properties=species:S:1:pos:R:3:lowdin_charge:R:1
C 1.689 -0.910 -0.708 -0.12
C 1.917 0.344 0.220 -0.58
N -2.160 0.564 1.490 -0.21
N -2.188 -0.003 -0.993 -0.20
O 0.906 0.623 1.044 -0.35
P -1.622 1.130 0.115 0.93
H 2.544 -0.954 -1.250 0.01
H 1.618 -1.807 -0.047 0.07
H 0.699 -0.588 -1.183 0.05
H 2.254 1.297 -0.433 0.11
H 2.995 0.129 0.583 0.10
H -2.301 -0.354 1.682 0.01
H -1.944 1.099 2.415 0.13
H -2.314 0.416 -1.900 0.02
H -2.092 -0.985 -1.036 0.04
```

Density functional theory data (wB97M-V/def2-TZVPD) for 2 unconnected molecules or ions with the total composition C2H9N2S.

Its charge is +1. Its frontier orbital gap is 9.882 eV. As for the energy above the lowest of the compared OMol25 structures with the same formula, charge and spin: 22.59 kcal/mol. As for the total energy: -16028.427 eV. For the HOMO energy, the calculation gives -13.10 eV.

The geometry in XYZ format:
```
14
Properties=species:S:1:pos:R:3:lowdin_charge:R:1
S 0.933 -0.655 -2.343 0.58
H 0.339 0.555 -2.348 -0.18
H 2.138 -0.109 -2.101 -0.17
C -0.709 0.908 1.000 -0.18
C -0.388 -0.230 1.612 -0.10
N 0.089 -1.404 0.853 0.15
N -1.157 2.035 1.625 0.09
H -0.635 1.001 -0.073 0.10
H -0.378 -0.378 2.679 0.12
H -0.592 -2.163 0.864 0.17
H 0.393 -1.206 -0.134 0.03
H 0.922 -1.783 1.300 0.16
H -0.964 2.145 2.609 0.11
H -1.083 2.893 1.098 0.11
```

Density functional theory data (wB97M-V/def2-TZVPD) for 2 unconnected molecules or ions with the total composition C2H9N2S2 at a distorted geometry.

Its charge is 0. The spin multiplicity is 2. Its frontier orbital gap (spin up / spin down) is 4.305 / 9.535 eV. As for the energy above the lowest of the compared OMol25 structures with the same formula, charge and spin: 10.05 kcal/mol. As for the total energy: -26868.222 eV. For the HOMO energy (spin up / spin down), the calculation gives -3.82 / -9.08 eV.

The geometry in XYZ format:
```
15
Properties=species:S:1:pos:R:3:lowdin_charge:R:1
C 0.763 -2.664 -0.469 -0.50
S -0.341 -1.452 -1.210 0.40
S 1.003 -0.683 -2.646 0.33
H 1.228 -3.353 -1.187 0.03
H 0.158 -3.237 0.256 0.04
H 1.525 -2.123 0.089 0.02
H 1.343 0.490 -2.067 -0.20
N 0.289 0.967 0.744 0.01
C -0.951 1.436 0.637 -0.45
N -1.496 2.445 1.282 0.02
H 0.976 1.401 1.358 0.09
H 0.494 0.103 0.281 -0.03
H -1.467 1.070 -0.194 0.05
H -2.438 2.771 1.011 0.11
H -1.085 2.828 2.116 0.08
```

Density functional theory data (wB97M-V/def2-TZVPD) for 2 unconnected molecules or ions with the total composition C2H9N3.

Its charge is 0. Its frontier orbital gap is 10.091 eV. As for the energy above the lowest of the compared OMol25 structures with the same formula, charge and spin: 34.82 kcal/mol. As for the total energy: -6688.999 eV. For the HOMO energy, the calculation gives -9.20 eV. As for the structure (SMILES): C=N.NCN.

The geometry in XYZ format:
```
14
Properties=species:S:1:pos:R:3:lowdin_charge:R:1
C -0.150 1.616 -3.127 -0.15
N -0.249 0.506 -2.539 0.03
H -0.313 1.683 -4.206 0.06
H 0.017 2.597 -2.684 0.06
H -0.089 0.645 -1.542 0.01
N -0.185 -0.701 2.912 -0.02
C -0.065 -0.225 1.521 -0.41
N 0.634 -1.199 0.718 -0.01
H -0.814 -0.039 3.361 0.06
H -0.619 -1.628 2.910 0.07
H -1.076 -0.083 1.122 0.10
H 0.486 0.721 1.592 0.10
H 1.351 -1.622 1.282 0.06
H 1.051 -0.767 -0.087 0.04
```

Density functional theory data (wB97M-V/def2-TZVPD) for 2 unconnected molecules or ions with the total composition C2H9N3 at a distorted geometry.

Its charge is +1. The spin multiplicity is 2. Its frontier orbital gap (spin up / spin down) is 10.418 / 4.769 eV. As for the energy above the lowest of the compared OMol25 structures with the same formula, charge and spin: 32.67 kcal/mol. As for the total energy: -6679.723 eV. For the HOMO energy (spin up / spin down), the calculation gives -13.91 / -13.86 eV.

The geometry in XYZ format:
```
14
Properties=species:S:1:pos:R:3:lowdin_charge:R:1
C 1.593 -0.491 0.301 -0.18
N 2.442 -0.752 -0.605 0.06
H 1.255 -1.297 0.951 0.07
H 1.258 0.527 0.500 0.05
H 2.908 0.111 -0.891 0.06
N -1.041 0.432 1.299 0.12
C -1.622 0.065 0.065 -0.30
N -0.998 0.579 -1.077 0.22
H -1.577 -0.078 1.996 0.13
H -1.100 1.426 1.502 0.13
H -2.695 0.379 -0.039 0.20
H -1.715 -1.040 -0.005 0.19
H 0.020 0.461 -1.131 0.10
H -1.360 0.147 -1.929 0.15
```

Density functional theory data (wB97M-V/def2-TZVPD) for a molecular structure, C2H9N3O at a distorted geometry.

Its charge is 0. Its frontier orbital gap (spin up / spin down) is 9.296 / 9.295 eV. As for the energy above the lowest of the compared OMol25 structures with the same formula, charge and spin: 148.22 kcal/mol. As for the total energy: -8732.012 eV. For the HOMO energy (spin up / spin down), the calculation gives -8.42 / -8.42 eV.

The geometry in XYZ format:
```
15
Properties=species:S:1:pos:R:3:lowdin_charge:R:1
C 0.417 -0.882 0.642 -0.08
C 1.551 -0.711 -0.316 -0.13
N -1.357 -0.351 -0.773 -0.02
H -1.877 0.046 -1.561 0.01
H -2.021 -0.991 -0.335 0.02
H 0.666 -0.694 1.687 0.09
H -0.126 -1.813 0.545 0.09
H 2.277 -1.509 -0.131 0.08
H 1.211 -0.795 -1.348 0.07
H 2.055 0.245 -0.182 0.07
N -0.082 1.782 0.114 0.10
N -0.658 0.620 0.636 -0.39
O -1.421 0.810 1.581 -0.09
H -0.682 2.577 0.326 0.10
H 0.049 1.667 -0.883 0.08
```

Density functional theory data (wB97M-V/def2-TZVPD) for 2 unconnected molecules or ions with the total composition C2H9N3O at a distorted geometry.

Its charge is 0. Its frontier orbital gap is 9.914 eV. As for the energy above the lowest of the compared OMol25 structures with the same formula, charge and spin: 39.78 kcal/mol. As for the total energy: -8736.714 eV. For the HOMO energy, the calculation gives -9.09 eV. As for the structure (SMILES): [H]/N=C/N.NCO.

The geometry in XYZ format:
```
15
Properties=species:S:1:pos:R:3:lowdin_charge:R:1
N 0.861 1.475 1.336 0.06
C -0.196 0.872 1.730 -0.37
N -0.597 -0.400 1.467 0.10
H 1.173 0.568 -0.446 0.03
H 0.793 2.443 1.629 0.04
H -0.710 1.303 2.595 0.11
H -1.248 -0.820 2.100 0.08
H -0.591 -0.871 0.576 0.03
N -0.541 -1.674 -1.339 -0.01
C -0.277 -0.284 -1.723 -0.36
O 0.962 0.235 -1.333 -0.09
H -1.469 -1.919 -1.047 0.07
H 0.293 -2.232 -1.271 0.08
H -0.225 -0.317 -2.802 0.10
H -1.008 0.442 -1.330 0.12
```

Density functional theory data (wB97M-V/def2-TZVPD) for a molecular structure, C2H9N3O at a distorted geometry.

Its charge is 0. Its frontier orbital gap is 9.353 eV. As for the energy above the lowest of the compared OMol25 structures with the same formula, charge and spin: 81.67 kcal/mol. As for the total energy: -8734.898 eV. For the HOMO energy, the calculation gives -8.63 eV.

The geometry in XYZ format:
```
15
Properties=species:S:1:pos:R:3:lowdin_charge:R:1
C 1.235 -0.578 0.516 -0.46
N 1.498 -1.083 -0.785 0.06
O 1.340 0.674 0.691 -0.10
H -0.130 1.289 0.689 0.10
H 2.129 -0.503 -1.324 0.09
H 1.693 -2.072 -0.847 0.08
H 1.590 -1.235 1.330 0.14
H -0.248 -0.803 0.674 0.10
N -1.182 1.254 -1.092 0.00
C -1.466 -0.167 0.717 -0.11
N -1.156 1.108 0.333 -0.20
H -0.344 0.825 -1.484 0.06
H -1.140 2.249 -1.283 0.07
H -2.174 -0.691 0.082 0.09
H -1.645 -0.265 1.784 0.09
```